53
Properties=species:S:1:pos:R:3:forces:R:3 method="wB97M-V/def2-TZVPD" relative_energy_ev=1.7570 mol_weight_g_mol=529.77 charge=+2 homo_energy_ev=-15.6 lumo_ev=-11.95
H -2.610031 -1.252102 2.207606 -0.4 -0.3 0.6
H -3.405464 1.200377 -2.292881 -0.4 0.3 -0.5
H -0.840608 0.497247 -1.145593 0.6 0.1 -0.1
H 0.851147 -1.353620 -2.548036 -0.3 -0.2 -0.5
O -0.098484 2.816323 3.024081 -0.9 -0.5 0.3
O 4.800850 0.687084 -0.231976 0.4 0.9 0.2
H -2.586333 -1.802884 -1.581857 -0.4 -0.5 0.3
H -3.670702 -0.177112 -1.214255 -0.7 -0.4 -0.1
H 4.760089 2.100266 -1.627565 0.5 0.7 -0.1
Cd -0.559319 2.582522 -0.250843 -0.4 -1.9 -2.4
C -0.989850 0.052476 1.805278 -2.2 -0.8 0.6
C -2.103278 -0.958236 1.312765 1.5 0.1 0.1
H 0.448140 4.325929 1.812871 0.3 0.8 -0.1
C 0.693170 -1.355959 -0.364120 1.5 0.0 -2.4
C -0.058647 3.384691 1.829209 0.6 0.0 -0.2
H -2.192243 2.612628 2.842867 -0.1 0.6 -0.6
C 1.849627 0.405428 -1.835672 0.5 -0.9 -1.4
H 3.351814 2.120145 -0.573068 -0.4 0.5 0.3
O 1.508761 -2.306950 0.269211 -0.5 -0.8 0.4
C -3.018461 0.622924 -1.486049 1.7 0.3 1.1
C -1.355810 0.647270 3.190048 0.9 1.3 -0.8
O 1.860557 -4.638009 -0.800467 0.4 0.9 -2.3
O -0.314417 -3.328458 -0.954443 1.5 -0.7 -0.3
H -0.644244 0.270342 3.891972 0.5 -0.4 0.6
H -1.510355 2.360619 4.384229 0.0 0.3 0.8
O 0.671645 -4.356188 1.167723 -1.5 0.4 0.6
C 1.440159 -1.073537 -1.697177 -1.0 1.4 0.3
H -1.196299 -1.862467 -2.578934 0.3 -0.5 -0.6
C -1.572685 -1.467130 -1.663685 1.3 -0.1 0.0
Br -1.230135 0.516506 -3.666073 0.3 0.3 0.3
H -1.072793 -2.820655 1.455947 0.7 -0.3 0.2
H 2.322443 -1.664611 -1.744495 0.6 -0.6 0.2
C 3.342848 0.615654 -2.140401 -0.7 1.4 0.7
H 0.611372 2.671817 1.173715 0.8 0.5 0.4
C -1.346617 2.170186 3.346601 -0.3 -1.4 0.7
C -1.532519 -2.246741 0.676116 -0.6 1.9 0.7
H 3.436861 1.109842 -3.085561 -0.1 0.2 -0.7
C 4.055975 1.494802 -1.104321 0.6 -1.4 -0.7
H 3.865608 -0.311869 -2.233651 0.3 -0.6 0.1
C -0.673438 -2.001138 -0.547479 -1.2 -0.8 0.5
S 0.970258 -3.810273 -0.102176 0.6 -1.3 2.5
C -1.582532 0.016288 -1.800642 -2.3 1.4 -0.8
H 1.332900 0.794698 -2.689105 -0.5 0.4 -0.4
H 0.757963 -0.420077 0.144547 -0.3 0.2 1.0
H -0.117379 -0.544692 1.937938 1.0 0.0 -0.1
H -2.318418 0.321955 3.527024 -0.7 -0.2 0.1
H -0.788483 0.826328 1.026137 0.0 0.0 0.0
H -2.355729 -2.832787 0.324011 -0.5 -0.5 -0.1
H -1.087019 3.526021 1.354557 -0.2 0.7 0.9
H 4.192749 0.042945 0.089411 -0.3 -1.0 0.7
H -2.985083 1.259134 -0.564294 0.0 0.0 -0.3
H 1.555102 1.029657 -0.981526 -0.1 0.2 0.8
H -2.862661 -0.496610 0.712482 -0.3 0.4 -0.3

77
Properties=species:S:1:pos:R:3:forces:R:3 method="wB97M-V/def2-TZVPD" s2=2.0610 mol_weight_g_mol=649.45 charge=+4 homo_energy_ev="-19.2 / -19.2" lumo_ev="-14.54 / -15.61" multiplicity=3
H 0.415449 -2.893650 0.117037 0.1 0.0 -0.2
H 3.909285 -2.360154 -1.583805 0.0 0.1 0.0
H 1.301721 -4.906417 -1.030224 0.0 0.4 0.0
C 0.028969 -1.253122 -2.845489 -1.0 0.5 0.2
H -1.599920 2.917043 1.178276 -0.1 0.0 0.0
C -3.398830 3.371417 0.107275 -0.4 0.4 -0.2
H -2.829387 1.534883 -3.381694 0.1 0.1 0.1
C 3.450932 4.352131 0.197626 -0.1 -0.3 -0.1
C -2.445676 2.476068 -2.974704 -0.6 0.0 -0.3
H -4.557445 0.565108 0.084662 0.1 0.1 -0.1
H -0.910341 3.260182 -1.659009 0.0 -0.2 -0.1
C -0.789899 -0.646803 1.800261 2.5 1.2 -1.3
H 2.888535 3.177892 2.356421 -0.3 -0.1 0.0
C 1.233933 -2.782870 -0.610841 0.0 -0.3 1.0
H -0.401041 -0.250679 -3.016865 0.2 -0.3 0.0
C -2.707662 0.008530 3.212435 -0.2 -0.8 -0.7
H -4.831149 -0.540276 -1.250329 0.3 0.2 0.0
P -1.482124 1.253375 -0.515617 -2.8 0.7 -1.4
C -2.124379 -0.874065 2.280435 -1.6 -0.4 0.4
H -2.134749 0.839246 3.617949 -0.4 -0.1 0.1
H 3.161865 0.014624 -1.052219 0.0 0.0 -0.2
H 2.064156 -3.933511 -2.280997 -0.1 0.0 0.1
H 1.463083 2.285216 1.919074 0.4 0.6 0.1
C 1.224861 -3.957268 -1.582552 0.0 -0.4 -0.5
C -2.383720 2.363542 0.642412 0.5 -0.2 0.9
C 1.752703 -1.796594 3.859778 0.4 -0.3 0.1
C 2.975592 -2.290837 4.272996 -0.1 0.4 -0.4
H 1.566359 -1.094796 -4.393597 -0.2 -0.1 0.0
H 2.961991 5.229451 -0.243822 0.1 -0.2 0.0
O 1.775426 2.789488 -0.606152 -0.8 -1.6 1.4
C 2.709474 -0.548059 -1.885812 0.2 1.0 0.2
H -2.851826 1.711789 1.397416 0.1 0.2 -0.3
H 5.038479 -0.738144 1.967402 -0.2 0.1 0.1
H 3.065421 -2.947042 5.133447 0.1 0.0 -0.2
H 0.019569 -1.734749 -4.959825 0.1 0.1 0.4
N 2.316587 2.766408 1.624995 -0.4 -0.1 -0.5
C 2.429470 3.246049 0.351665 0.7 0.7 0.3
H -4.534006 1.161959 -1.586159 0.2 -0.3 0.2
H -2.460240 -2.723789 1.187087 -0.4 0.0 0.2
H -4.263081 2.915354 -0.386063 0.3 0.0 0.2
Mo 0.565000 0.401698 0.396875 -0.7 0.8 2.0
H 1.101554 -2.762977 -4.019328 -0.1 0.3 0.0
C -2.752315 -0.015125 -1.016521 0.6 -0.8 0.1
Br 5.820847 -2.667551 3.971260 -1.4 0.5 -0.3
C 4.100481 -1.913846 3.514402 1.9 -0.9 1.0
C -4.046331 -0.190382 3.576452 -0.9 1.0 1.3
C 0.725140 -1.738016 -4.112517 0.5 -0.3 -0.4
C 1.700861 -0.937091 2.745535 0.3 -0.3 0.6
H -4.505388 0.493649 4.287725 -0.1 0.0 0.0
H 0.820186 -2.086035 4.336897 0.2 0.0 0.0
C 0.468261 -0.685520 2.155933 -0.5 1.1 -1.4
H -0.826548 -1.905147 -2.610279 0.2 0.1 0.1
H 2.546866 0.194104 -2.683186 -0.1 -0.1 0.2
H 4.648954 -1.147099 -2.627125 -0.4 0.0 0.1
H 4.240889 4.018398 -0.486519 -0.2 0.1 0.1
H -2.957886 4.090376 -0.589166 0.0 -0.1 0.2
H -3.290653 3.010110 -2.528167 0.3 -0.1 0.0
H 0.301509 -4.006149 -2.167994 0.1 0.0 0.1
H 3.346624 -2.158018 -3.246275 0.0 0.2 0.2
C -2.889246 -1.976735 1.851929 0.0 1.0 0.5
C 3.690934 -1.618790 -2.357574 0.4 -0.6 -0.2
N -4.772718 -1.191622 3.104128 3.9 0.4 -1.1
H 2.790618 0.289178 1.267594 0.3 -0.5 0.5
H -4.821148 -2.914371 1.952897 -0.2 -0.1 0.0
H 3.891881 4.631614 1.161310 -0.1 0.0 -0.3
H 2.155383 -2.797062 -0.008611 -0.1 0.1 -0.1
H -2.504651 -0.339357 -2.038124 0.0 0.2 0.3
H -0.421296 1.851316 -2.578681 -0.1 0.2 0.1
C 4.101740 -0.993795 2.457365 -0.9 0.4 -0.3
C -1.268717 2.286510 -2.026358 1.1 0.1 0.2
H -3.795516 3.953247 0.953627 0.2 -0.2 -0.2
H -2.575178 -0.895712 -0.377607 0.0 0.2 -0.3
C -4.219009 -2.074283 2.286055 -1.1 -1.4 -0.3
H -2.113462 3.078452 -3.833900 0.0 -0.2 0.3
C -4.233759 0.331273 -0.935979 -0.6 0.1 0.0
P 1.057429 -1.117436 -1.329314 0.4 -2.1 -2.2
C 2.870279 -0.464733 2.090367 0.2 -0.5 -0.2

35
Properties=species:S:1:pos:R:3:forces:R:3 method="wB97M-V/def2-TZVPD" relative_energy_ev=2.4611 mol_weight_g_mol=326.19 smiles="CC(C)CO[C@H](CBr)N1C(=O)c2ccccc2C1=O" charge=0 homo_energy_ev=-9.9 lumo_ev=-0.57
H -6.045599 1.465653 -1.186510 -2.8 0.1 -0.5
C 0.861411 -0.169732 -1.108358 -1.4 0.6 -1.8
C -4.566130 2.165982 0.163740 0.6 -0.2 0.4
H 2.604818 0.583063 -1.936867 -0.8 0.8 -0.9
H 0.742454 -2.219611 0.879900 -2.5 0.0 0.7
H -4.518503 0.212379 -2.655646 -0.2 0.0 0.8
C -5.082109 1.405882 -0.874131 4.1 -0.7 -0.7
C 1.586880 -1.827636 0.422656 2.0 0.2 0.2
H -2.761453 2.940638 1.226399 -0.8 -1.5 -1.2
H 4.849157 -1.587397 1.709806 -0.6 -0.2 -0.9
C -1.604184 -0.332553 -1.641679 -0.8 -2.2 -2.2
H 2.548837 -0.161486 2.737279 0.1 3.5 -0.8
Br 0.632971 1.457954 -3.638534 1.3 -0.2 2.2
C 3.997069 -1.342785 1.025076 0.3 0.8 0.4
N -0.568312 0.046799 -0.768561 0.7 0.3 -0.6
H 1.717987 -2.505386 -0.474328 0.6 0.9 0.8
H 3.982553 -0.220482 1.048201 -0.3 -0.9 -0.1
H 1.352134 -1.284465 3.192358 0.7 -0.1 0.3
C 1.586666 1.044477 -1.842436 -0.3 -2.7 0.3
O 1.510443 -0.436815 0.028724 1.5 -1.2 1.6
H -5.222177 2.659846 0.847529 -0.4 0.6 0.0
H 1.700859 1.798139 -1.093985 -0.4 1.4 -0.2
C -4.204003 0.650896 -1.694365 1.5 -0.3 -0.4
C -3.200923 2.216849 0.441744 1.4 0.1 0.4
C -0.973778 1.067022 0.090097 1.2 1.4 0.3
C -2.334304 1.342627 -0.266659 -4.1 0.4 -0.6
C 2.408468 -1.149724 2.876260 -0.6 -2.7 1.2
H 3.184781 -1.336297 3.734206 -1.6 -0.5 -1.6
H 2.830161 -2.935793 1.928139 -0.3 -0.2 -0.9
H 4.134591 -1.601595 -0.030657 0.5 -0.3 0.3
O -0.349509 1.718313 0.914794 0.1 -1.2 -0.9
H 0.882847 -0.998258 -1.815479 -0.2 -0.2 -0.1
O -1.535297 -1.283938 -2.427857 0.1 2.0 1.6
C -2.813388 0.534202 -1.362342 -0.1 1.8 2.8
C 2.664581 -1.916768 1.551485 1.6 0.6 0.2

47
Properties=species:S:1:pos:R:3:forces:R:3 method="wB97M-V/def2-TZVPD" relative_energy_ev=1.0387 mol_weight_g_mol=282.29 smiles="CN[C@H](C)C(N)=O.O.O.O.O.O.O.O.O.O.O" charge=0 homo_energy_ev=-9.6 lumo_ev=0.21
H -2.505807 0.410807 0.948518 0.2 -0.3 -0.1
H -3.519992 -1.464158 -0.096135 0.3 -0.1 0.3
H -0.617788 -1.492966 1.444531 0.0 0.3 0.9
C 0.458055 3.441818 -1.776029 -0.7 -0.7 -1.1
H -0.182444 1.444912 1.423188 -0.2 0.3 -0.2
O 3.913254 -2.072086 1.866442 0.2 0.0 -0.4
O 0.839427 -2.217709 -3.798437 0.0 -0.5 1.4
C 0.749991 1.955503 -1.644897 -0.2 -0.3 1.7
O -0.844494 1.018959 1.981973 0.0 -0.7 0.5
O 1.845447 -0.008049 3.536891 0.1 -0.2 0.2
H -1.414903 -0.625692 -1.655465 -0.2 0.2 0.2
H 1.185995 1.572888 -2.560502 0.4 0.0 -0.3
O -1.452640 1.667247 -0.715407 0.3 1.0 -0.4
H 0.000339 -1.905342 -4.134407 0.3 0.2 -0.8
N 1.577373 1.625365 -0.430074 -0.1 1.0 -0.5
O -3.438247 2.659732 2.079482 0.5 0.1 -0.5
N -0.665218 -0.023946 -1.960797 0.7 -0.2 0.1
H -0.335688 -3.798630 0.436564 -0.1 0.1 -0.1
H 1.609691 -2.084371 -4.347355 -0.4 0.3 -0.6
O -2.979755 -2.274633 -0.049288 0.0 -0.3 -0.2
H 2.002970 -0.428121 2.687852 -0.3 0.2 -0.2
H 0.612804 -2.152364 2.337621 -0.8 0.6 0.6
H -3.207328 3.540663 1.760896 -0.1 0.1 0.3
C -0.541394 1.204478 -1.385615 -0.7 -0.8 -0.4
H 0.175792 -0.549348 -2.168394 0.1 0.1 -0.3
H -1.491479 -3.550188 -0.511356 0.0 0.1 0.0
O -3.270090 0.293340 0.363151 -0.7 0.6 -0.1
H 0.912108 0.239275 3.525371 0.0 0.1 -0.2
H -3.370087 2.134916 1.261466 -0.4 -0.1 0.4
O -0.701196 -4.095115 -0.408617 0.1 -0.1 0.1
C 2.553351 2.671836 -0.096334 0.8 -1.5 1.4
H 2.101033 0.775628 -0.585717 -0.3 -0.4 -0.1
H -0.170777 3.531521 -2.670993 0.4 0.2 -0.2
H 2.167688 3.386363 0.629352 -0.4 0.7 -0.9
H -0.207386 3.860542 -1.037100 0.4 -0.1 0.8
H 3.138429 3.007935 -0.948082 -0.2 0.7 0.0
H 2.826813 -1.982739 -0.062661 0.3 0.2 -0.1
H 3.299096 2.203807 0.567759 0.0 -0.3 -0.3
O 2.224704 -1.717558 -0.768457 -0.1 -0.1 0.1
H -3.532727 -2.987660 0.283262 -0.1 0.1 0.0
H -3.064203 0.932758 -0.348227 0.2 -0.5 0.3
H -1.491057 1.662441 2.305433 0.2 0.3 -0.1
O 0.165437 -2.042664 1.502023 0.8 -1.0 -1.3
H 1.490571 -2.339785 -0.665251 -0.1 0.1 -0.2
H 3.052939 -2.485782 1.952131 -0.1 0.0 0.3
H 3.854719 -1.193926 2.252574 0.0 0.0 0.2
H 1.389694 3.964730 -1.907737 0.0 0.5 0.0